No. 1
C6H7Cl2NO3S2 | ωB97M-V/def2-TZVPD

Geometry as XYZ:
```
21
Properties=species:S:1:pos:R:3:forces:R:3
C -0.888 -0.094 -0.005 0.64 1.07 0.11
C 0.248 -0.784 0.000 -0.79 0.27 0.16
C -3.534 0.345 0.295 0.31 0.40 -3.32
C -2.926 1.775 0.242 0.15 -2.87 -1.95
C 2.719 0.163 0.881 -1.85 -4.05 4.22
C 3.205 0.561 -0.461 1.78 -0.35 -1.98
N 0.664 -1.876 -0.564 0.52 -0.87 -0.35
O 1.182 -2.838 0.331 -0.07 -0.32 0.34
O 0.813 -2.107 -1.768 -0.04 0.00 0.36
O 2.893 -0.901 1.560 0.48 3.75 -3.47
S -2.335 -0.781 -0.608 -1.58 -0.06 0.32
S -1.145 1.675 0.408 1.25 -0.84 0.12
Cl 1.993 1.187 -1.703 1.02 -0.55 1.46
Cl 4.343 1.834 0.071 0.05 0.49 -0.28
H -3.731 -0.027 1.255 -0.50 -0.51 1.17
H -4.387 0.328 -0.475 0.73 -0.13 1.84
H -3.253 2.096 -0.739 0.49 0.72 -0.19
H -3.283 2.404 0.976 -0.85 1.29 1.66
H 2.091 0.903 1.410 0.25 0.34 -0.59
H 3.899 -0.162 -0.991 -1.40 0.52 0.71
H 1.432 -3.700 -0.114 -0.60 1.72 -0.33
```
Positions in Å, forces in eV/Å.

HOMO (eV): -8.81
SMILES string: [O-][N+](O)=C=C1SCCS1.O=CC(Cl)Cl
Energy (hartree): -2229.82329
Multiplicity: 1
E_LUMO (eV): -0.2
M (g/mol): 276.17
Charge: 0

Population analysis type Löwdin, resulting atomic charges in e:
1. C -0.846
2. C -0.179
3. C -0.439
4. C -0.533
5. C -0.405
6. C -0.970
7. N -0.312
8. O 0.052
9. O 0.015
10. O 0.002
11. S 0.915
12. S 0.867
13. Cl 0.582
14. Cl 0.624
15. H 0.050
16. H 0.096
17. H 0.072
18. H 0.042
19. H 0.117
20. H 0.095
21. H 0.154

No. 2
C6H13N5O | ωB97M-V/def2-TZVPD

Geometry as XYZ:
```
25
Properties=species:S:1:pos:R:3:forces:R:3
C -2.856 0.078 0.122 0.90 -1.34 1.06
C 2.764 0.480 0.924 -0.11 0.16 0.63
C 2.192 -0.747 0.264 -0.39 -0.16 -0.27
C 2.930 -1.173 -0.769 0.07 0.29 0.43
C 4.191 -0.355 -0.817 -0.10 -0.03 -0.92
C 4.048 0.697 0.183 0.32 0.50 0.15
H -5.739 -0.632 0.643 -0.26 -0.03 -0.11
H -5.364 -1.396 -0.795 0.16 0.15 0.41
H -4.289 0.491 -1.216 -0.11 0.12 -0.12
H -3.032 -1.425 1.254 -0.05 0.04 0.00
H -2.617 1.898 -0.626 -0.30 0.91 -0.07
H -0.721 0.791 0.829 -0.04 0.23 -0.05
H -0.185 0.732 -0.686 -0.10 0.17 0.05
H 2.926 0.387 2.029 -0.18 0.03 -0.90
H 2.092 1.321 0.740 -0.12 0.10 0.21
H 1.220 -1.112 0.593 0.23 -0.27 -0.19
H 2.688 -1.940 -1.498 0.02 -0.01 0.30
H 4.756 -0.208 -1.751 -0.24 -0.18 0.56
H 4.443 1.707 0.034 0.11 -0.41 0.21
N -4.993 -0.948 0.043 -0.17 -0.42 -0.02
N -4.179 0.140 -0.279 -0.13 0.21 -0.20
N -2.333 -0.740 0.980 -0.43 1.09 -1.17
N -2.111 1.054 -0.519 0.19 -0.73 0.04
N -0.795 1.273 -0.072 0.40 -0.41 0.17
O 4.964 -0.370 0.391 0.31 -0.01 -0.21
```
Positions in Å, forces in eV/Å.

HOMO (eV): -9.09
SMILES string: C1=C[C@@H]2O[C@@H]2C1.N=C(NN)NN
Energy (hartree): -585.32128
Multiplicity: 1
E_LUMO (eV): 0.7
M (g/mol): 171.20
Charge: 0

Population analysis type Löwdin, resulting atomic charges in e:
1. C -0.514
2. C -0.133
3. C -0.085
4. C -0.019
5. C -0.242
6. C -0.274
7. H 0.079
8. H 0.091
9. H 0.123
10. H 0.021
11. H 0.105
12. H 0.052
13. H 0.064
14. H 0.139
15. H 0.108
16. H 0.100
17. H 0.101
18. H 0.146
19. H 0.149
20. N 0.008
21. N -0.068
22. N 0.107
23. N -0.069
24. N 0.009
25. O 0.002

No. 3
C50H53F4N4O3PPbS2 | ωB97M-V/def2-TZVPD

Geometry as XYZ:
```
118
Properties=species:S:1:pos:R:3:forces:R:3
Pb 1.720 -0.260 -0.189 -0.41 -0.02 0.37
C 3.965 -0.810 -4.284 -0.01 0.02 0.01
C 2.993 -0.745 -3.112 0.04 0.02 -0.12
N 3.465 -0.026 -1.913 0.33 0.02 -0.39
C 3.746 1.403 -2.149 0.08 0.12 -0.05
C 2.517 2.207 -2.534 0.11 -0.18 0.04
C 4.637 -0.669 -1.315 0.13 -0.05 0.01
C 4.867 -0.266 0.151 0.02 0.06 0.07
N 3.650 0.245 0.776 0.03 0.05 -0.07
C 3.778 1.175 1.782 0.20 -0.15 0.22
C 2.728 2.042 2.088 -0.04 0.04 -0.02
F 1.585 1.931 1.351 -0.15 0.13 -0.12
C 2.779 3.001 3.073 -0.04 0.05 0.04
F 1.705 3.786 3.246 0.05 -0.03 0.00
C 3.904 3.161 3.853 -0.02 -0.02 -0.02
C 4.951 2.294 3.609 -0.04 -0.02 -0.02
F 6.051 2.362 4.355 0.03 0.00 0.02
C 4.892 1.318 2.629 -0.07 0.02 -0.01
F 5.918 0.454 2.543 0.05 -0.03 -0.03
H 3.544 -1.439 -5.068 0.00 0.00 0.00
H 4.151 0.171 -4.719 0.00 0.01 0.01
H 4.925 -1.240 -3.995 -0.01 -0.02 0.00
H 2.061 -0.279 -3.436 -0.03 0.01 -0.01
H 2.736 -1.755 -2.786 0.03 0.01 0.02
H 4.158 1.798 -1.218 -0.02 -0.01 -0.03
H 4.527 1.508 -2.909 0.00 -0.03 0.02
H 1.740 2.131 -1.767 0.17 0.01 -0.17
H 2.781 3.260 -2.627 0.02 -0.03 0.04
H 2.091 1.893 -3.486 -0.01 0.00 -0.03
H 4.489 -1.743 -1.394 -0.07 -0.13 0.02
H 5.552 -0.442 -1.874 -0.07 0.00 -0.06
H 5.264 -1.148 0.664 0.02 0.07 0.05
H 5.651 0.490 0.199 0.00 0.06 -0.05
H 3.961 3.911 4.628 0.00 0.00 0.00
C -4.600 4.526 5.061 0.00 0.00 0.01
C -4.259 3.473 4.050 0.00 -0.01 -0.01
C -5.249 2.884 3.264 0.01 -0.03 -0.02
C -4.934 1.913 2.330 -0.05 -0.01 0.02
C -3.606 1.534 2.183 -0.05 -0.07 -0.11
C -2.597 2.099 2.952 0.06 0.03 0.01
C -2.934 3.065 3.881 0.02 -0.01 0.00
S -3.200 0.307 1.005 -0.20 -0.12 0.10
O -3.102 1.273 -0.302 0.66 0.39 0.14
O -4.338 -0.518 0.736 -0.08 0.00 -0.03
N -1.811 -0.267 1.224 -0.05 0.07 -0.06
C -1.693 -1.188 2.318 -0.06 -0.02 -0.01
C -2.791 -1.687 2.985 -0.09 -0.10 0.01
C -2.706 -2.611 4.041 0.14 0.00 0.00
C -1.488 -3.040 4.465 -0.07 -0.01 -0.05
C -0.327 -2.516 3.857 0.05 -0.04 0.14
C 0.938 -2.863 4.387 -0.01 0.04 -0.05
C 2.060 -2.273 3.894 -0.10 -0.04 0.01
C 1.903 -1.387 2.816 0.11 0.00 0.01
N 0.758 -1.080 2.246 0.05 0.07 0.15
C -0.395 -1.594 2.777 0.05 0.00 0.03
H -5.676 4.650 5.162 0.00 0.00 0.00
H -4.172 5.487 4.770 0.00 0.00 0.00
H -4.190 4.271 6.039 0.00 0.00 0.00
H -6.281 3.183 3.395 0.00 0.00 0.00
H -5.705 1.441 1.735 0.00 0.00 0.01
H -1.570 1.777 2.829 0.01 0.00 0.00
H -2.159 3.510 4.492 0.01 0.00 0.00
H -3.789 -1.400 2.691 0.03 -0.02 -0.03
H -3.617 -2.965 4.501 0.00 -0.01 0.00
H -1.383 -3.753 5.272 -0.01 0.02 0.03
H 0.982 -3.577 5.201 0.00 0.02 0.03
H 3.045 -2.468 4.293 0.00 0.00 0.02
H 2.791 -0.927 2.394 -0.11 -0.14 0.04
C 1.357 -5.740 0.584 0.00 -0.01 -0.03
C 2.425 -4.858 1.201 0.01 0.04 0.05
S 3.229 -3.639 0.149 -0.03 0.06 0.24
O 2.117 -2.662 -0.233 0.00 0.12 -0.35
C 3.633 -4.582 -1.347 0.03 0.03 0.04
C 2.523 -4.697 -2.375 -0.01 -0.10 0.01
H 0.923 -6.361 1.368 -0.02 0.01 0.01
H 1.765 -6.410 -0.171 -0.01 0.00 0.03
H 0.557 -5.144 0.146 0.00 0.02 -0.01
H 3.246 -5.433 1.636 0.00 -0.03 -0.02
H 2.009 -4.229 1.996 0.08 -0.06 -0.04
H 3.997 -5.548 -0.991 -0.01 -0.01 -0.01
H 4.489 -4.052 -1.771 0.01 -0.05 0.02
H 1.691 -5.307 -2.033 0.02 0.03 -0.02
H 2.932 -5.151 -3.277 -0.01 -0.01 0.00
H 2.145 -3.713 -2.635 -0.06 0.04 -0.04
C -6.199 2.568 -4.283 0.00 -0.01 -0.01
C -6.070 2.960 -2.958 0.00 0.00 0.02
C -5.021 2.480 -2.190 0.01 0.02 0.01
C -4.113 1.588 -2.758 0.08 -0.02 -0.04
C -4.245 1.187 -4.089 -0.02 -0.05 0.02
C -5.290 1.684 -4.850 -0.01 0.00 -0.01
P -2.694 1.047 -1.837 -0.55 -0.22 -0.09
C -2.422 -0.677 -2.104 0.13 0.00 -0.03
C -3.528 -1.528 -2.182 0.01 0.00 0.01
C -3.324 -2.896 -2.179 -0.01 -0.05 -0.01
C -2.037 -3.411 -2.084 -0.02 0.03 0.02
C -0.939 -2.563 -2.011 -0.02 0.03 -0.03
C -1.133 -1.195 -2.029 0.00 0.07 -0.15
C -1.358 2.195 -2.090 -0.04 0.12 0.18
C -1.256 2.855 -3.317 0.07 -0.14 -0.08
C -0.456 3.979 -3.427 0.03 0.00 0.00
C 0.208 4.468 -2.310 -0.06 0.03 0.04
C 0.120 3.807 -1.092 -0.13 0.01 0.03
C -0.656 2.663 -0.977 -0.06 0.11 0.03
H -7.017 2.950 -4.878 0.00 0.00 0.00
H -6.787 3.641 -2.521 0.00 0.01 0.00
H -4.914 2.791 -1.159 -0.01 0.00 0.00
H -3.550 0.478 -4.525 0.00 0.01 0.00
H -5.401 1.375 -5.880 0.00 0.00 0.00
H -4.534 -1.131 -2.229 0.01 0.02 0.02
H -4.173 -3.563 -2.239 0.00 -0.01 0.00
H -1.891 -4.483 -2.067 -0.01 -0.01 -0.01
H 0.061 -2.961 -1.927 0.09 -0.05 0.02
H -0.289 -0.517 -1.986 -0.13 -0.04 -0.07
H -1.813 2.511 -4.179 -0.04 0.03 0.03
H -0.381 4.492 -4.376 0.00 0.01 0.00
H 0.791 5.376 -2.387 0.01 0.00 0.00
H 0.640 4.189 -0.226 0.04 0.00 0.05
H -0.749 2.165 -0.018 -0.04 0.02 0.03
```
Positions in Å, forces in eV/Å.

HOMO (eV): -12.08
Energy (hartree): -4111.39687
Multiplicity: 1
E_LUMO (eV): -4.8
M (g/mol): 1136.30
Charge: +2

Atomic partial charges in e from the Löwdin method, atoms 1 to 99:
1. Pb 1.474
2. C -0.050
3. C -0.256
4. N -0.313
5. C -0.222
6. C -0.071
7. C -0.184
8. C -0.205
9. N -0.177
10. C -0.210
11. C -0.157
12. F -0.029
13. C -0.215
14. F 0.095
15. C 0.084
16. C -0.209
17. F 0.122
18. C -0.141
19. F 0.095
20. H 0.087
21. H 0.079
22. H 0.079
23. H 0.106
24. H 0.082
25. H 0.121
26. H 0.128
27. H 0.021
28. H 0.094
29. H 0.084
30. H 0.081
31. H 0.135
32. H 0.113
33. H 0.123
34. H 0.145
35. C -0.030
36. C -0.240
37. C -0.010
38. C -0.035
39. C -0.296
40. C -0.037
41. C -0.012
42. S 0.747
43. O -0.355
44. O -0.254
45. N -0.106
46. C -0.226
47. C -0.027
48. C -0.045
49. C -0.028
50. C -0.144
51. C 0.000
52. C -0.040
53. C -0.168
54. N 0.046
55. C -0.144
56. H 0.083
57. H 0.095
58. H 0.093
59. H 0.124
60. H 0.123
61. H 0.114
62. H 0.127
63. H 0.095
64. H 0.119
65. H 0.121
66. H 0.128
67. H 0.120
68. H 0.076
69. C -0.108
70. C -0.366
71. S 0.967
72. O -0.686
73. C -0.358
74. C -0.110
75. H 0.090
76. H 0.072
77. H 0.075
78. H 0.103
79. H 0.068
80. H 0.103
81. H 0.081
82. H 0.065
83. H 0.095
84. H 0.039
85. C -0.039
86. C -0.043
87. C -0.043
88. C -0.295
89. C -0.082
90. C -0.047
91. P 1.016
92. C -0.294
93. C -0.057
94. C -0.034
95. C -0.029
96. C -0.049
97. C -0.105
98. C -0.262
99. C -0.050

No. 4
C15H16N4O3S | ωB97M-V/def2-TZVPD

Geometry as XYZ:
```
39
Properties=species:S:1:pos:R:3:forces:R:3
C -5.331 -1.346 2.530 2.83 -0.07 -1.58
H -6.059 -0.924 1.895 -1.02 0.47 -0.27
H -4.772 -0.512 3.066 -0.76 -1.69 -0.44
H -5.646 -2.245 2.988 -0.29 -0.53 1.10
S -4.110 -2.114 1.110 -1.07 0.94 1.98
C -3.809 -0.531 0.510 -0.52 4.10 -0.05
N -4.472 0.524 1.011 2.17 2.14 -4.23
C -4.101 1.804 0.089 -1.14 0.10 4.69
C -3.198 1.832 -0.906 -1.40 -5.69 3.64
C -2.502 0.542 -1.144 -1.39 10.23 -3.83
N -2.899 -0.332 -0.482 -0.61 -11.10 3.78
O -1.740 0.669 -2.229 2.22 -4.15 -0.62
C -0.980 -0.844 -2.534 2.74 7.27 3.91
C 0.419 -0.716 -1.768 -1.68 -9.12 -4.90
O 0.986 -1.870 -1.985 -0.79 4.19 1.59
N 0.781 0.320 -1.133 1.21 2.23 0.73
N 2.058 0.491 -0.592 -8.48 9.83 -1.18
C 2.892 -0.270 -0.337 8.17 -1.13 1.73
C 4.259 0.299 0.175 -3.74 -2.91 2.56
C 4.355 1.565 0.725 -2.17 -4.26 -3.84
C 5.512 1.891 1.137 3.74 5.89 5.68
C 6.414 1.039 1.648 5.67 -2.09 -1.08
C 6.321 -0.262 1.193 0.72 -5.27 1.62
C 5.085 -0.715 0.686 1.30 1.31 -4.46
O 4.926 -1.885 -0.084 4.74 -3.04 4.37
H 5.770 -2.577 0.393 -3.97 2.83 -2.44
H 7.097 -1.304 1.342 -1.75 3.67 -0.08
H 7.491 1.391 1.944 -2.43 -0.52 -0.05
H 5.640 2.889 1.617 -0.11 -0.19 -1.06
H 3.647 2.200 0.461 -3.24 3.09 -0.78
H 2.861 -1.154 -0.739 0.16 -5.77 -1.22
H 0.217 1.139 -1.462 1.13 -0.39 1.17
H -1.582 -1.458 -2.049 -2.48 -3.10 1.86
H -0.922 -0.844 -3.531 0.40 -0.22 -3.59
H -2.922 2.641 -1.339 1.50 5.41 -2.97
C -4.749 3.220 0.698 -7.54 -9.11 -4.10
H -5.244 3.511 -0.357 0.60 0.41 3.14
H -5.539 2.778 1.672 2.06 1.67 -3.47
H -4.098 3.761 1.112 5.21 4.55 2.69
```
Positions in Å, forces in eV/Å.

HOMO (eV): -8.74
SMILES string: CSc1nc(C)cc(OCC(=O)N/N=C/c2ccccc2O)n1
Energy (hartree): -1423.66752
Multiplicity: 1
E_LUMO (eV): 0.3
M (g/mol): 332.38
Charge: 0

Population analysis type Löwdin, resulting atomic charges in e:
1. C -0.242
2. H -0.006
3. H 0.063
4. H -0.004
5. S 0.882
6. C -0.745
7. N 0.062
8. C -0.139
9. C 0.030
10. C -0.486
11. N 0.119
12. O -0.021
13. C 0.165
14. C -0.395
15. O -0.003
16. N 0.112
17. N 0.101
18. C -0.087
19. C -0.059
20. C -0.062
21. C -0.166
22. C -0.107
23. C -0.040
24. C -0.288
25. O -0.059
26. H 0.233
27. H 0.179
28. H 0.149
29. H 0.134
30. H 0.079
31. H 0.063
32. H 0.180
33. H 0.049
34. H 0.079
35. H 0.046
36. C -0.020
37. H 0.112
38. H 0.153
39. H -0.063